Below is C26H57INbO11 as an isolated structure, with properties calculated with wB97M-V/def2-TZVPD.

Results
Charge = -1
E_HOMO = -4.83 eV
E = -2206.94727 Ha

Each line ends with the Löwdin charge.
CARTESIAN COORDINATES (ANGSTROEM)
C: -0.83269 -0.32965 1.39763  -0.06
C: -0.10335 0.22663 2.60585  -0.30
O: -0.56949 1.53922 2.84321  -0.20
C: 0.15399 2.27518 3.81294  -0.36
C: 0.54161 3.63211 3.26121  -0.42
Nb: 2.39546 3.57307 1.94793  1.27
I: 2.67958 6.32838 2.68942  -0.03
C: 4.43813 3.82624 1.02603  -0.42
C: 5.21171 2.57438 0.57421  -0.31
C: 5.11376 1.31665 1.42531  -0.27
C: 6.25047 0.34697 1.13741  -0.21
C: 6.22304 -0.98406 1.89917  -0.18
C: 4.87805 -1.60904 2.16109  -0.18
O: 4.42765 -2.09186 0.88692  -0.01
C: 3.27789 -2.81214 0.84827  -0.45
C: 2.96168 -3.24766 -0.55407  0.02
O: 2.58267 -3.11610 1.87129  0.03
C: 1.12234 4.22980 0.12025  -0.29
C: 1.34602 3.48627 -1.15518  -0.52
O: 2.06794 2.45086 -1.35401  -0.02
O: 0.73471 4.08517 -2.27200  0.02
H: -1.29980 -1.28006 1.61700  0.06
H: -0.15320 -0.46607 0.56526  0.06
H: -1.60083 0.37892 1.10082  0.07
H: 0.96481 0.27591 2.41312  0.07
H: -0.28621 -0.38846 3.48603  0.11
H: -0.47006 2.36867 4.70557  0.10
H: 1.04224 1.72048 4.11044  0.07
H: 0.72053 4.30294 4.10061  -0.01
H: -0.31346 4.05656 2.73451  0.03
H: 3.14293 2.93197 3.50035  -0.09
H: 2.04205 1.91903 1.36897  -0.04
H: 4.24407 4.44493 0.14731  0.03
H: 5.07978 4.40389 1.68509  0.00
H: 6.27234 2.83940 0.55202  0.09
H: 4.94259 2.31200 -0.44457  0.10
H: 4.16134 0.83762 1.21471  0.07
H: 5.13362 1.57611 2.48130  0.10
H: 7.16794 0.86030 1.42833  0.11
H: 6.33321 0.17539 0.06646  0.11
H: 6.78557 -1.71983 1.32520  0.11
H: 6.74288 -0.88769 2.84926  0.11
H: 4.14748 -0.92152 2.57609  0.12
H: 4.96419 -2.43940 2.85865  0.12
H: 1.92928 -2.97510 -0.75528  0.09
H: 3.05839 -4.32702 -0.60731  0.08
H: 3.61497 -2.79562 -1.28522  0.08
H: 0.06982 4.10335 0.37939  0.03
H: 1.27278 5.28475 -0.09322  0.02
H: -0.19275 4.18244 -2.08732  0.07
C: -4.38809 -8.93786 1.27624  -0.12
O: -3.00371 -8.70238 1.23111  -0.19
C: -2.35461 -9.52708 0.28425  -0.22
C: -0.96089 -9.02447 -0.00808  -0.19
O: -0.91522 -7.94651 -0.92222  -0.13
C: -1.23087 -6.66015 -0.40904  -0.18
C: -0.11498 -6.02023 0.37927  -0.21
O: -0.06751 -6.53711 1.69325  -0.19
C: 1.15296 -6.21745 2.33260  -0.10
H: -4.61086 -9.97930 1.54158  0.09
H: -4.80453 -8.28356 2.03824  0.09
H: -4.86280 -8.71118 0.31367  0.09
H: -2.92792 -9.55145 -0.65180  0.13
H: -2.28933 -10.55233 0.67895  0.13
H: -0.42172 -9.83492 -0.50293  0.13
H: -0.44207 -8.78130 0.92196  0.12
H: -2.14763 -6.68487 0.18368  0.12
H: -1.40794 -6.04325 -1.29150  0.13
H: -0.27891 -4.93610 0.41525  0.13
H: 0.83741 -6.20691 -0.13463  0.12
H: 1.99861 -6.67532 1.80201  0.09
H: 1.10658 -6.62995 3.33854  0.09
H: 1.31408 -5.13949 2.39002  0.07
C: -3.67108 7.07515 -6.28153  -0.12
O: -4.04461 6.60977 -5.00925  -0.19
C: -5.41161 6.83864 -4.73552  -0.22
C: -5.86042 6.03468 -3.53913  -0.19
O: -6.14260 4.67717 -3.82703  -0.13
C: -5.02694 3.81187 -3.96481  -0.19
C: -4.39865 3.40076 -2.65554  -0.21
O: -3.55110 4.42037 -2.16820  -0.20
C: -3.21623 4.22563 -0.81063  -0.11
H: -3.84804 8.15328 -6.38317  0.09
H: -2.60800 6.88063 -6.39905  0.09
H: -4.22041 6.55203 -7.07431  0.09
H: -6.02383 6.56113 -5.60396  0.13
H: -5.56856 7.90735 -4.52623  0.13
H: -6.81019 6.45317 -3.20078  0.13
H: -5.13441 6.12705 -2.72871  0.13
H: -4.27169 4.24212 -4.62573  0.12
H: -5.42676 2.91293 -4.43721  0.13
H: -3.81570 2.48164 -2.81356  0.13
H: -5.19166 3.18650 -1.92781  0.13
H: -4.10642 4.26100 -0.17209  0.09
H: -2.54340 5.02890 -0.51946  0.09
H: -2.70542 3.26712 -0.66318  0.09

Forces on atoms 1 to 6 (eV/Å):
C 0.0441 0.0779 0.0054
C -0.0919 0.3389 0.0516
O -0.3393 0.0070 -0.3781
C 0.1208 -0.1014 -0.0239
C 0.7805 0.3706 0.7677
Nb 0.0064 0.9750 -1.5171